[1]
# C32H29BrCl3CuGeN4O2S

A structure of composition C32H29BrCl3CuGeN4O2S (wB97M-V/def2-TZVPD, the Open Molecules 2025 dataset).

```
74
Properties=species:S:1:pos:R:3:lowdin_charge:R:1
Br 3.63 -3.71 -1.82 0.79
Ge 0.05 -2.25 -3.01 -0.11
Cu -0.38 -1.52 -0.73 0.32
Cl -1.67 -2.02 -4.37 0.11
Cl 0.25 -4.44 -3.03 0.10
Cl 1.72 -1.68 -4.31 0.12
S -4.17 -4.18 -1.44 1.05
O 2.02 -0.99 0.58 0.06
O 0.94 -2.81 -0.18 -0.16
N -0.71 0.40 -1.04 0.08
N -2.29 -2.52 -1.12 -0.10
N -0.56 2.63 -0.38 0.16
N -0.89 1.02 1.21 0.17
C -1.14 -0.23 1.79 -0.18
C 3.01 -3.12 0.90 -0.17
C -1.79 1.05 3.87 -0.04
C -0.98 5.88 2.24 -0.08
C 1.01 1.74 -4.03 -0.06
C 4.97 -4.80 1.94 -0.09
C -1.15 -2.63 1.74 -0.09
C 0.83 1.19 -2.77 -0.27
C -3.44 -1.78 -1.25 -0.23
C 1.93 -2.20 0.40 -0.62
C 4.18 -4.05 2.80 -0.08
C 0.36 4.62 0.65 -0.20
C 2.00 0.88 -1.88 -0.04
C -1.88 3.90 1.23 -0.04
C -2.02 4.97 2.10 -0.08
C -1.58 -2.66 3.06 -0.07
C 1.63 4.43 -0.13 -0.03
C 3.81 -3.88 0.06 -0.60
C 0.19 5.70 1.51 -0.04
C -2.53 -3.79 -1.20 -0.49
C -0.07 2.02 -4.86 -0.07
C 4.80 -4.71 0.57 -0.13
C -4.56 -2.51 -1.42 -0.37
C -0.70 3.72 0.52 -0.20
C -1.36 1.74 -4.44 -0.08
C -0.72 1.31 -0.09 -0.33
C 3.21 -3.21 2.28 -0.02
C -0.93 -1.42 1.11 -0.08
C -1.56 1.20 -3.18 -0.06
C -1.57 -0.24 3.13 -0.21
C -0.48 0.92 -2.36 -0.31
C -1.79 -1.46 3.74 -0.05
H -0.96 -3.55 1.22 0.10
H 2.37 5.17 0.15 0.08
H -3.37 -0.70 -1.19 0.10
H 2.93 1.23 -2.33 0.09
H 0.10 2.43 -5.85 0.10
H -2.70 3.21 1.09 0.12
H -2.94 5.10 2.65 0.11
H 1.90 1.33 -0.89 0.06
H -2.51 1.69 3.36 0.08
H -5.57 -2.16 -1.55 0.07
H -1.76 -4.55 -1.15 0.06
H -2.20 1.94 -5.08 0.11
H -2.12 -1.48 4.77 0.11
H -1.07 6.72 2.91 0.10
H -0.27 2.83 -1.32 0.14
H 2.59 -2.60 2.93 0.12
H 2.04 3.43 0.04 0.08
H -0.86 1.62 3.98 0.09
H -1.75 -3.60 3.55 0.11
H 1.00 6.41 1.61 0.11
H 5.42 -5.28 -0.11 0.10
H 1.46 4.52 -1.21 0.09
H -0.81 1.80 1.85 0.11
H 4.32 -4.11 3.87 0.10
H 2.10 -0.19 -1.71 0.05
H 2.02 1.94 -4.38 0.11
H -2.16 0.85 4.87 0.08
H 5.73 -5.46 2.34 0.10
H -2.56 0.97 -2.83 0.11
```

The HOMO energy comes out at -8.307 eV. The LUMO energy comes out at -0.0499 hartree. The calculation puts the energy relative to the best compared isomer or geometry (same formula, charge and spin) at 19.5 kcal per mole.


[2]
# C32H29BrN5OS2Ti

A structure of composition C32H29BrN5OS2Ti at a distorted geometry (wB97M-V/def2-TZVPD, the Open Molecules 2025 dataset).

```
71
Properties=species:S:1:pos:R:3:lowdin_charge:R:1
Br 17.27 17.78 5.17 0.86
Ti 12.71 15.65 8.45 1.07
S 13.45 12.15 8.19 1.18
S 10.55 15.27 9.63 0.74
O 13.13 13.73 8.43 -0.69
N 12.68 17.72 8.93 -0.02
N 8.81 14.27 7.75 0.14
N 11.52 16.38 7.10 -0.13
N 10.62 15.27 6.85 0.02
N 14.79 15.97 7.99 -0.08
C 9.71 9.30 6.51 -0.06
C 10.18 10.37 7.25 -0.05
C 16.60 16.78 6.65 -0.64
C 11.87 18.45 8.08 -0.19
C 16.11 14.14 4.22 -0.07
C 9.69 18.13 6.81 -0.15
C 15.53 12.26 5.64 -0.03
C 12.84 20.51 8.89 0.04
C 17.04 15.40 8.57 0.01
C 8.99 19.14 7.53 0.01
C 11.85 11.43 8.78 -0.26
C 10.32 8.05 6.58 -0.03
C 7.65 19.36 7.27 -0.01
C 13.14 11.95 6.36 -0.25
C 14.18 12.62 5.53 -0.30
C 11.92 19.86 8.08 0.05
C 10.98 17.66 7.28 -0.09
C 14.78 14.42 4.05 -0.09
C 13.81 13.68 4.69 -0.04
C 11.30 10.22 8.10 -0.30
C 13.52 18.37 9.77 -0.05
C 9.11 17.55 5.67 0.02
C 11.86 8.94 8.26 -0.03
C 7.05 18.74 6.16 0.01
C 9.97 14.94 7.98 -0.80
C 15.25 16.63 6.88 -0.12
C 16.51 13.03 5.01 -0.03
C 11.42 7.90 7.44 -0.04
C 15.69 15.39 8.85 -0.10
C 13.67 19.76 9.75 0.04
C 17.52 16.15 7.48 -0.03
C 7.78 17.85 5.38 -0.01
H 17.55 12.81 5.17 0.11
H 12.76 13.96 4.57 0.12
H 8.13 14.06 8.47 0.12
H 8.37 14.49 6.86 0.13
H 14.51 15.19 3.35 0.11
H 14.42 20.28 10.36 0.14
H 16.89 14.81 3.83 0.11
H 7.29 17.41 4.53 0.12
H 18.56 16.26 7.27 0.12
H 10.00 7.23 5.95 0.12
H 12.67 8.77 8.94 0.12
H 11.15 12.29 8.76 0.08
H 14.49 16.97 6.19 0.12
H 14.12 17.76 10.42 0.13
H 13.13 10.84 6.20 0.14
H 11.25 20.43 7.44 0.14
H 11.92 6.95 7.54 0.12
H 6.02 18.96 5.90 0.14
H 15.81 11.43 6.28 0.12
H 15.28 14.91 9.75 0.13
H 17.69 14.79 9.16 0.13
H 12.96 21.58 8.87 0.14
H 8.83 9.45 5.86 0.13
H 9.65 16.85 5.09 0.11
H 7.09 20.03 7.91 0.13
H 12.14 12.35 6.11 0.12
H 9.67 11.32 7.14 0.10
H 12.05 11.22 9.84 0.11
H 9.48 19.64 8.34 0.11
```

The HOMO energy comes out at -15.808 eV. The LUMO energy comes out at -0.4032 hartree. The calculation puts the energy relative to the best compared isomer or geometry (same formula, charge and spin) at 17.4 kcal per mole. The total charge is +3.


[3]
# C32H29ClN7OReS

A structure of composition C32H29ClN7OReS (wB97M-V/def2-TZVPD, the Open Molecules 2025 dataset).

```
72
Properties=species:S:1:pos:R:3:lowdin_charge:R:1
Re 0.54 -0.24 -0.30 1.78
Cl -3.15 3.54 -5.09 0.78
S -1.14 0.87 3.21 0.65
O 0.22 -0.27 -2.19 -0.21
N -1.75 2.32 5.30 0.11
N -0.61 2.82 0.59 0.15
N 0.02 -2.23 0.25 -0.05
N 2.24 -0.38 0.98 -0.13
N 1.07 1.77 -0.65 -0.08
N -0.98 3.55 3.49 0.10
N -1.49 -0.18 -0.22 -0.06
C -2.42 3.20 7.47 0.02
C -2.94 -3.30 2.20 0.03
C -1.60 4.62 5.54 0.05
C -1.12 4.65 4.23 -0.27
C -2.04 -1.13 0.69 -0.24
C 0.35 -4.50 0.92 0.01
C 2.26 0.28 2.15 -0.11
C -1.67 -3.38 1.58 -0.12
C 2.66 3.07 -1.90 -0.02
C -2.58 1.98 -2.97 -0.01
C -3.70 -2.16 2.07 -0.01
C 0.76 -3.34 0.28 -0.07
C 2.16 1.89 -1.49 -0.13
C -0.98 1.97 -4.77 -0.02
C 3.34 -1.09 0.60 -0.12
C -0.54 0.64 -2.83 -0.29
C -1.92 3.41 6.09 -0.23
C 3.35 0.24 2.99 0.00
C -2.23 0.50 -1.06 0.02
C -0.84 -4.52 1.60 0.07
C -0.74 5.95 3.59 0.00
C -1.75 1.09 -2.25 -0.14
C -3.26 -1.07 1.30 0.00
C -1.28 2.36 4.02 -0.76
C 4.48 -0.48 2.60 0.02
C 4.47 -1.15 1.38 0.00
C 0.96 4.17 -0.62 0.02
C -1.22 -2.26 0.85 -0.16
C -2.18 2.43 -4.21 -0.64
C 2.03 4.25 -1.45 0.00
C 0.47 2.91 -0.21 -0.33
C -0.17 1.07 -4.10 0.03
H -0.70 2.31 -5.76 0.13
H 5.35 -0.52 3.24 0.14
H 2.40 5.22 -1.77 0.14
H 0.46 5.05 -0.25 0.13
H 0.73 0.69 -4.55 0.14
H -1.71 5.53 6.12 0.14
H -4.67 -2.11 2.55 0.13
H -1.64 2.74 8.09 0.11
H -3.31 -4.14 2.76 0.14
H 3.32 0.77 3.93 0.13
H -0.87 3.65 1.09 0.09
H -3.30 0.54 -0.86 0.16
H -3.89 -0.19 1.21 0.13
H -1.12 6.80 4.14 0.09
H -3.29 2.53 7.48 0.10
H 5.33 -1.71 1.04 0.13
H -1.11 5.99 2.57 0.08
H 1.36 0.83 2.42 0.04
H 3.30 -1.59 -0.36 0.12
H -1.98 1.40 5.67 0.15
H 0.99 -5.37 0.89 0.13
H -3.52 2.31 -2.55 0.13
H 0.35 6.02 3.55 0.10
H -2.70 4.14 7.93 0.10
H 3.52 3.10 -2.56 0.13
H 2.60 0.95 -1.82 0.11
H -0.75 2.01 1.21 -0.03
H 1.71 -3.30 -0.23 0.12
H -1.17 -5.40 2.13 0.15
```

Its spin multiplicity is 4. The HOMO energy (spin up / spin down) comes out at -15.636 / -15.635 eV. The LUMO energy (spin up / spin down) comes out at -0.3499 / -0.3802 hartree. The calculation puts the energy relative to the best compared isomer or geometry (same formula, charge and spin) at 0.0 kcal per mole. The total charge is +3.


[4]
# C32H29CoO5P2SSbSe4

A structure of composition C32H29CoO5P2SSbSe4 at a distorted geometry (wB97M-V/def2-TZVPD, the Open Molecules 2025 dataset).

```
75
Properties=species:S:1:pos:R:3:lowdin_charge:R:1
Sb 3.37 0.36 -3.88 -0.37
Se 4.48 -1.64 -3.41 -0.18
Se 4.25 2.46 -3.14 -0.11
Se 3.72 0.87 -6.35 -0.04
Se 0.73 0.21 -3.79 0.02
Co 0.28 -0.46 -1.48 0.45
S -0.56 -3.39 -0.65 0.48
P 1.46 0.75 1.10 0.76
P -1.58 0.67 1.04 0.75
O 1.73 -0.12 -0.08 -0.36
O -1.78 -4.02 -0.19 -0.32
O 0.66 -3.84 -0.03 -0.31
O -0.68 -1.91 -0.57 -0.44
O -1.16 0.75 -0.38 -0.36
C 2.08 4.17 -0.96 -0.06
C -0.32 -3.78 -2.38 -0.26
C 0.03 -4.74 -6.66 -0.06
C 1.30 4.84 1.21 -0.12
C 3.57 -0.71 2.24 -0.04
C -0.09 -4.32 -5.22 -0.26
C -4.42 -2.16 0.99 -0.07
C -2.94 -0.84 2.92 -0.09
C 1.48 2.51 0.69 -0.27
C 1.84 2.82 -0.61 -0.08
C 2.75 0.43 2.30 -0.27
C -3.52 4.76 1.74 -0.09
C -3.29 2.46 2.48 -0.05
C 0.81 -3.44 -3.13 -0.10
C 3.00 1.32 3.32 -0.08
C -3.91 -1.77 3.29 -0.08
C 1.16 3.55 1.59 -0.13
C -1.29 -4.52 -3.06 -0.06
C -4.63 -2.43 2.32 -0.08
C 0.91 -3.67 -4.48 -0.05
C -2.30 2.22 1.53 -0.26
C -2.54 4.54 0.76 -0.05
C 4.08 1.16 4.20 -0.09
C -1.94 3.28 0.71 -0.09
C -3.85 3.75 2.61 -0.09
C -2.76 -0.56 1.55 -0.29
C -1.18 -4.77 -4.43 -0.04
C 1.75 5.16 -0.05 -0.08
C -3.48 -1.24 0.58 -0.06
C -0.06 0.31 1.99 -0.26
C 4.62 -0.89 3.13 -0.06
C 4.85 0.05 4.14 -0.09
H -1.17 3.08 -0.03 0.10
H -3.66 1.69 3.16 0.10
H 1.94 6.18 -0.29 0.10
H -2.37 -0.40 3.70 0.10
H -5.39 -3.15 2.64 0.11
H 2.47 4.40 -1.94 0.05
H 0.59 -5.69 -6.73 0.09
H -3.95 5.75 1.93 0.10
H 2.08 2.07 -1.31 0.01
H 3.47 -1.44 1.42 0.13
H 0.75 3.29 2.63 0.13
H 5.69 -0.12 4.80 0.10
H 1.05 5.69 1.90 0.13
H 1.62 -2.93 -2.57 0.08
H -2.18 -4.81 -2.57 0.09
H -4.85 -2.84 0.27 0.11
H -4.57 3.97 3.38 0.10
H 5.25 -1.77 3.05 0.11
H 1.79 -3.38 -5.05 0.11
H 4.23 1.96 4.93 0.11
H -2.23 5.39 0.11 0.12
H -4.04 -2.06 4.35 0.11
H 2.39 2.24 3.38 0.09
H 0.05 0.75 2.97 0.06
H 0.07 -0.81 2.05 0.11
H 0.51 -3.99 -7.28 0.08
H -1.95 -5.31 -4.92 0.09
H -0.97 -4.92 -7.04 0.07
H -3.25 -1.01 -0.46 0.12
```

Its spin multiplicity is 5. The HOMO energy (spin up / spin down) comes out at -4.528 / -4.488 eV. The LUMO energy (spin up / spin down) comes out at 0.0640 / 0.0506 hartree. The calculation puts the energy relative to the best compared isomer or geometry (same formula, charge and spin) at 0.0 kcal per mole. The total charge is -1.


[5]
# C32H29GeIrN4OS2

A structure of composition C32H29GeIrN4OS2 at a distorted geometry (wB97M-V/def2-TZVPD, the Open Molecules 2025 dataset).

```
70
Properties=species:S:1:pos:R:3:lowdin_charge:R:1
Ir -13.59 -0.44 8.15 1.12
Ge -15.00 -2.62 8.61 0.89
S -14.53 0.51 12.59 1.19
S -16.72 2.50 6.82 1.21
O -11.84 -1.47 8.73 -0.21
N -14.86 1.02 5.45 0.17
N -12.18 -0.48 11.57 0.21
N -14.72 1.08 7.73 -0.18
N -13.82 0.38 10.09 -0.09
C -15.82 -4.82 6.88 0.02
C -16.57 -2.66 9.80 -0.33
C -11.43 -0.52 5.93 -0.08
C -13.97 -3.95 9.51 -0.36
C -13.09 -4.75 8.80 -0.16
C -15.32 1.52 11.48 -0.24
C -16.39 2.48 8.48 -0.27
C -18.30 -1.44 11.10 -0.07
C -15.30 1.72 8.86 -0.29
C -9.60 -2.11 5.83 -0.02
C -10.01 -0.53 4.07 -0.01
C -17.25 -1.48 10.17 -0.12
C -18.67 -2.61 11.75 -0.05
C -16.13 -2.64 6.03 -0.10
C -12.28 -5.76 10.83 -0.03
C -17.12 -3.82 10.27 -0.10
C -13.39 0.03 11.33 -0.56
C -16.78 -3.10 4.90 0.04
C -16.32 -5.35 5.63 0.00
C -18.11 -3.80 11.30 -0.03
C -14.91 1.29 10.17 -0.26
C -10.84 -1.78 8.02 -0.27
C -15.68 -3.46 7.06 -0.29
C -12.26 -5.64 9.43 -0.07
C -13.22 -5.00 11.55 -0.06
C -13.96 -4.05 10.92 -0.12
C -9.64 -2.42 8.75 0.03
C -15.40 1.40 6.59 -0.62
C -10.60 -1.48 6.58 -0.15
C -11.13 0.00 4.72 -0.06
C -9.29 -1.63 4.59 -0.03
C -16.71 -4.51 4.61 0.02
H -11.56 -6.34 11.32 0.10
H -13.28 -5.06 12.63 0.11
H -15.95 -1.53 6.11 0.09
H -16.95 -0.55 9.65 0.08
H -11.74 0.81 4.21 0.14
H -17.17 -2.43 4.11 0.14
H -12.30 -0.17 6.56 0.00
H -9.06 -2.96 6.31 0.14
H -18.48 -4.76 11.66 0.12
H -15.46 -5.55 7.62 0.14
H -13.07 -4.79 7.71 0.11
H -17.05 -4.90 3.63 0.15
H -11.79 -0.57 12.53 0.16
H -8.70 -2.29 8.13 0.11
H -18.74 -0.51 11.35 0.10
H -9.42 -1.91 9.66 0.08
H -11.72 -0.91 10.74 0.12
H -16.12 2.18 11.83 0.12
H -15.31 1.18 4.57 0.13
H -16.82 -4.83 9.92 0.12
H -16.41 -6.44 5.45 0.14
H -8.51 -2.10 3.93 0.15
H -13.95 0.54 5.44 0.10
H -16.96 3.13 9.14 0.12
H -11.57 -6.36 8.97 0.12
H -14.59 -3.34 11.51 0.11
H -19.33 -2.47 12.62 0.13
H -9.77 -3.48 8.97 0.10
H -9.69 -0.15 3.10 0.13
```

Its spin multiplicity is 6. The HOMO energy (spin up / spin down) comes out at -14.486 / -15.832 eV. The LUMO energy (spin up / spin down) comes out at -0.3290 / -0.4360 hartree. The total charge is +3.


[6]
# C32H29N5NaOS

A structure of composition C32H29N5NaOS (wB97M-V/def2-TZVPD, the Open Molecules 2025 dataset).

```
69
Properties=species:S:1:pos:R:3:lowdin_charge:R:1
S 1.20 3.38 1.71 0.85
Na 0.53 0.42 0.03 0.19
O 0.89 1.93 1.63 -0.54
N -1.36 -0.21 1.37 0.08
N 2.65 0.82 -1.04 0.03
N 0.52 -0.91 -2.10 0.03
N 0.96 -1.61 1.32 0.12
N -1.68 1.67 -0.55 0.11
C 2.71 -2.85 2.38 -0.06
C -1.81 2.55 -1.52 -0.18
C -2.10 -0.32 -3.42 -0.02
C 0.30 -1.52 2.50 -0.14
C 2.06 -2.77 3.58 -0.03
C -1.43 -2.09 -4.88 -0.05
C -0.37 -1.94 -2.59 -0.19
C -2.99 0.14 -4.38 -0.08
C -3.10 -0.52 -5.60 -0.11
C 2.83 -0.21 -1.92 -0.37
C -1.31 -1.44 -3.66 -0.20
C 3.89 1.27 -0.78 -0.23
C -4.18 2.59 -1.34 -0.04
C -2.31 -1.63 -5.85 -0.11
C -5.23 1.11 0.34 -0.09
C -3.05 3.05 -1.95 -0.08
C 2.11 -2.23 1.27 -0.12
C -1.56 -0.66 3.78 -0.05
C -0.37 4.17 2.10 -0.25
C -1.01 -1.22 4.94 -0.11
C -5.06 0.17 1.32 -0.11
C 4.19 -0.41 -2.22 -0.11
C 0.83 -2.09 3.68 -0.17
C -0.96 -0.79 2.53 -0.22
C 1.33 3.96 0.01 -0.24
C 4.88 0.56 -1.48 -0.14
C 0.15 -1.94 4.92 -0.09
C -2.79 1.20 0.07 -0.14
C 1.76 -1.05 -2.39 -0.13
C -3.79 -0.26 1.72 -0.05
C -4.09 1.63 -0.30 -0.17
C -2.61 0.20 1.13 -0.22
H 2.48 -3.22 4.47 0.11
H 2.08 -1.90 -3.01 0.12
H 3.66 -3.35 2.28 0.09
H -1.53 -1.07 5.88 0.09
H 0.18 -2.81 -2.97 0.10
H -1.12 3.78 1.40 0.05
H 1.57 5.02 0.00 0.05
H 2.62 -2.23 0.30 0.10
H -6.22 1.45 0.03 0.09
H 4.06 2.07 -0.07 0.08
H 2.11 3.38 -0.46 0.03
H -0.81 -2.96 -5.08 0.10
H -2.47 -0.07 3.87 0.09
H -3.73 -1.04 2.47 0.09
H -2.39 -2.15 -6.80 0.09
H 5.94 0.73 -1.45 0.07
H 0.57 -2.38 5.81 0.09
H -0.98 -2.29 -1.74 0.12
H -3.79 -0.16 -6.35 0.09
H -2.02 0.18 -2.47 0.09
H 4.60 -1.16 -2.88 0.08
H -0.28 5.25 2.03 0.05
H -3.60 1.01 -4.17 0.09
H -3.10 3.78 -2.76 0.10
H 0.38 3.77 -0.49 0.03
H -0.90 2.86 -2.02 0.11
H -5.93 -0.26 1.81 0.09
H -0.63 3.87 3.11 0.05
H -5.16 2.94 -1.64 0.11
```

The HOMO energy comes out at -3.434 eV. The LUMO energy comes out at 0.0778 hartree. The total charge is -1.